# C39H35Co2NO5P

A structure of composition C39H35Co2NO5P in a non-equilibrium geometry (the ωB97M-V functional and the def2-TZVPD basis, OMol25).

Structure (ORCA input):
```
! wB97M-V def2-TZVPD RIJCOSX def2/J DEFGRID3
* xyz -1 1
C 5.336 -0.705 2.988
C 3.917 -0.288 2.638
N 2.961 -1.470 2.772
C 3.025 -1.975 4.195
C 4.441 -2.408 4.548
C 5.382 -2.194 3.357
C 4.832 -2.994 2.167
C 3.410 -2.554 1.818
H 5.998 -0.505 2.139
H 5.700 -0.098 3.824
H 3.545 0.499 3.308
H 3.835 0.073 1.603
H 2.675 -1.150 4.832
H 2.305 -2.797 4.280
H 4.787 -1.839 5.417
H 4.436 -3.464 4.841
H 6.403 -2.506 3.603
H 5.480 -2.861 1.294
H 4.835 -4.064 2.402
H 2.691 -3.381 1.887
H 3.348 -2.129 0.807
O -2.497 0.099 3.828
C -2.160 0.104 2.723
Co -1.626 0.093 1.061
C -2.308 -1.456 0.495
O -2.991 -2.366 0.261
C -2.969 1.163 0.588
O -3.930 1.795 0.437
C -0.011 0.779 0.734
C 0.068 -0.356 1.538
C 0.798 -1.280 2.175
C 0.135 -2.550 2.458
C -0.123 -3.013 3.772
C -0.753 -4.237 3.992
C -1.211 -5.003 2.913
C -1.038 -4.526 1.609
C -0.380 -3.320 1.390
Co -0.388 0.205 -1.051
C -0.793 -1.315 -1.777
O -1.005 -2.316 -2.329
C 1.226 0.656 -1.443
O 2.317 0.980 -1.689
P -1.469 1.567 -2.203
C -3.164 1.197 -2.790
C -3.779 2.015 -3.751
C -5.066 1.712 -4.205
C -5.720 0.565 -3.739
C -5.090 -0.272 -2.816
C -3.821 0.052 -2.327
C -1.583 3.237 -1.450
C -2.788 3.943 -1.356
C -2.823 5.178 -0.704
C -1.660 5.708 -0.137
C -0.453 5.010 -0.236
C -0.412 3.776 -0.894
C -0.629 1.895 -3.812
C -0.132 3.157 -4.163
C 0.621 3.310 -5.333
C 0.854 2.214 -6.168
C 0.318 0.964 -5.844
C -0.433 0.805 -4.675
H 0.439 1.744 0.940
H 1.935 -1.067 2.568
H 0.170 -2.374 4.611
H -0.890 -4.592 5.016
H -1.715 -5.956 3.085
H -1.419 -5.094 0.757
H -0.170 -2.980 0.370
H -3.253 2.893 -4.134
H -5.552 2.371 -4.925
H -6.722 0.323 -4.098
H -5.582 -1.180 -2.465
H -3.335 -0.592 -1.587
H -3.694 3.541 -1.805
H -3.768 5.718 -0.638
H -1.694 6.666 0.383
H 0.464 5.412 0.196
H 0.535 3.232 -0.974
H -0.325 4.020 -3.526
H 1.025 4.292 -5.583
H 1.451 2.333 -7.074
H 0.485 0.105 -6.496
H -0.858 -0.172 -4.427
*
```

The lowest unoccupied orbital energy comes out at 2.41 eV. As for the HOMO energy: -3.262 eV.



# C39H35F6N4P2PtSSb

A structure of composition C39H35F6N4P2PtSSb in a non-equilibrium geometry (the ωB97M-V functional and the def2-TZVPD basis, OMol25).

Structure (ORCA input):
```
! wB97M-V def2-TZVPD RIJCOSX def2/J DEFGRID3
* xyz 3 2
Pt 0.114 0.227 -0.050
N 1.675 3.439 2.388
C 1.105 2.372 1.898
S 1.942 1.422 0.714
N -0.093 2.020 2.446
N -0.756 1.197 1.710
C -1.953 0.687 2.072
C -2.495 0.623 3.384
C -3.312 -0.497 3.696
C -3.805 -0.661 4.968
C -3.538 0.299 5.944
C -2.771 1.428 5.644
C -2.232 1.587 4.389
C -2.706 0.248 0.880
C -4.080 0.368 0.817
C -4.726 0.207 -0.407
C -3.984 -0.110 -1.523
C -2.611 -0.271 -1.389
N -1.987 -0.087 -0.228
H 2.565 3.770 2.040
H 1.165 4.029 3.034
H -3.505 -1.248 2.940
H -4.399 -1.531 5.212
H -3.934 0.172 6.943
H -2.612 2.186 6.398
H -1.672 2.475 4.150
H -4.635 0.638 1.704
H -5.795 0.357 -0.479
H -4.442 -0.208 -2.497
H -1.998 -0.542 -2.235
C 2.387 -1.884 -1.060
C 1.621 -1.538 -2.323
P 1.059 0.182 -2.265
C 2.506 1.230 -2.393
C 2.405 2.608 -2.171
C 3.492 3.427 -2.416
C 4.689 2.880 -2.865
C 4.791 1.515 -3.093
C 3.710 0.683 -2.849
C 0.080 0.448 -3.716
C 0.095 1.692 -4.358
C -0.543 1.834 -5.578
C -1.229 0.765 -6.137
C -1.280 -0.464 -5.483
C -0.654 -0.622 -4.264
P 1.260 -1.700 0.347
C 0.244 -3.180 0.399
C 0.905 -4.412 0.363
C 0.173 -5.584 0.425
C -1.212 -5.540 0.527
C -1.869 -4.320 0.579
C -1.143 -3.139 0.527
C 2.221 -1.691 1.848
C 3.495 -2.255 1.884
C 4.193 -2.282 3.083
C 3.633 -1.739 4.229
C 2.363 -1.172 4.193
C 1.649 -1.162 3.008
H 3.250 -1.235 -0.894
H 2.739 -2.915 -1.112
H 0.735 -2.175 -2.392
H 2.198 -1.708 -3.233
H 1.480 3.044 -1.817
H 3.405 4.493 -2.256
H 5.544 3.518 -3.044
H 5.707 1.095 -3.485
H 3.813 -0.373 -3.058
H 0.594 2.540 -3.917
H -0.500 2.783 -6.094
H -1.727 0.885 -7.090
H -1.798 -1.300 -5.935
H -0.720 -1.577 -3.757
H 1.986 -4.464 0.304
H 0.686 -6.536 0.397
H -1.776 -6.461 0.585
H -2.948 -4.292 0.660
H -1.656 -2.193 0.582
H 3.954 -2.667 0.994
H 5.176 -2.732 3.121
H 4.182 -1.771 5.161
H 1.932 -0.749 5.091
H 0.645 -0.750 2.985
F -0.526 2.140 -1.001
Sb -1.581 3.918 -1.001
F -3.058 2.766 -1.147
F -1.663 3.619 0.863
F -2.513 5.506 -0.962
F 0.141 4.613 -0.716
F -1.265 3.797 -2.832
*
```

The lowest unoccupied orbital energy (spin up / spin down) comes out at -10.24 / -11.17 eV. As for the HOMO energy (spin up / spin down): -16.596 / -16.677 eV. As for the expectation value of S²: 0.778.



# C39H35N7O4S4Ti

A structure of composition C39H35N7O4S4Ti (the ωB97M-V functional and the def2-TZVPD basis, OMol25).

Structure (ORCA input):
```
! wB97M-V def2-TZVPD RIJCOSX def2/J DEFGRID3
* xyz -1 2
Ti 1.474 -1.881 -1.330
C -0.427 -5.615 -0.503
O -1.710 -5.204 -0.984
C -1.784 -4.459 -2.120
C -2.865 -4.693 -2.951
C -3.047 -3.966 -4.128
C -2.121 -3.011 -4.483
C -1.023 -2.748 -3.656
C -0.079 -1.720 -4.054
N 0.946 -1.354 -3.376
N 1.681 -0.318 -3.959
C 2.702 -0.037 -3.196
O 2.966 -0.635 -2.091
C 3.597 1.081 -3.611
C 4.745 1.331 -2.867
C 5.583 2.385 -3.206
C 5.276 3.196 -4.289
C 4.130 2.946 -5.036
C 3.295 1.893 -4.701
C -0.859 -3.448 -2.450
O 0.135 -3.173 -1.633
H -0.609 -6.520 0.073
H 0.252 -5.837 -1.328
H 0.028 -4.858 0.132
H -3.566 -5.463 -2.655
H -3.903 -4.167 -4.758
H -2.231 -2.441 -5.398
H -0.253 -1.209 -5.001
H 4.971 0.680 -2.032
H 6.480 2.569 -2.628
H 5.928 4.018 -4.554
H 3.889 3.574 -5.885
H 2.401 1.681 -5.273
S 3.220 -3.651 -1.033
C 3.136 -3.253 0.641
S 2.337 -1.748 1.021
C 3.611 -4.070 1.646
C 4.239 -5.320 1.361
N 4.740 -6.334 1.138
C 3.498 -3.694 3.018
N 3.411 -3.396 4.129
S -3.270 -0.514 -0.727
C -2.384 0.166 0.487
N -2.320 1.504 0.682
C -1.656 2.099 1.834
C -1.685 1.137 2.986
N -1.084 -0.111 2.556
C -0.297 -0.867 3.532
C 0.643 0.026 4.298
C 0.561 0.127 5.680
C 1.430 0.953 6.383
C 2.385 1.692 5.703
C 2.473 1.595 4.320
C 1.610 0.766 3.623
C -1.559 -0.712 1.433
S -1.289 -2.282 1.082
C -3.031 2.458 -0.159
C -4.266 3.004 0.519
C -4.458 4.373 0.648
C -5.596 4.874 1.271
C -6.547 4.003 1.776
C -6.358 2.630 1.655
C -5.226 2.133 1.030
H -2.200 3.008 2.099
H -0.623 2.370 1.588
H -2.717 0.980 3.326
H -1.107 1.540 3.814
H 0.257 -1.625 2.979
H -0.967 -1.388 4.227
H -0.183 -0.453 6.213
H 1.360 1.016 7.462
H 3.066 2.333 6.249
H 3.230 2.155 3.784
H 1.687 0.676 2.546
H -3.295 1.944 -1.082
H -2.353 3.285 -0.391
H -3.711 5.056 0.260
H -5.732 5.943 1.366
H -7.432 4.389 2.264
H -7.099 1.945 2.046
H -5.080 1.064 0.923
C 0.455 2.359 -1.460
C 1.091 1.165 -0.812
N 2.208 1.353 -0.105
O 0.561 0.054 -0.946
H 0.651 2.281 -2.532
H -0.620 2.303 -1.317
H 0.844 3.307 -1.089
H 2.692 2.231 -0.174
H 2.741 0.527 0.161
*
```

The lowest unoccupied orbital energy (spin up / spin down) comes out at 1.64 / 1.64 eV. As for the HOMO energy (spin up / spin down): -4.725 / -4.992 eV. As for the expectation value of S²: 0.757.



# C39H36F3NOS

A cluster of 5 separate species, C39H36F3NOS in total in a non-equilibrium geometry (the ωB97M-V functional and the def2-TZVPD basis, OMol25).

Structure (ORCA input):
```
! wB97M-V def2-TZVPD RIJCOSX def2/J DEFGRID3
* xyz 0 1
O 1.338 -0.736 3.102
C 1.912 0.462 2.456
C 0.917 1.764 2.414
C -0.596 1.477 3.036
C -1.153 2.226 4.424
C -2.674 1.857 5.003
C -3.569 0.748 4.163
C -3.033 0.029 2.751
C -1.530 0.393 2.169
N -3.910 -0.946 1.999
C -4.451 -2.055 2.875
C -4.256 -3.643 2.389
C -4.839 -4.842 3.355
C -5.639 -4.451 4.769
C -5.848 -2.876 5.280
C -5.236 -1.701 4.309
S -5.305 0.166 4.712
C 3.252 0.860 3.375
F 2.754 1.501 4.635
F 3.986 -0.379 3.832
F 4.091 1.749 2.538
H 1.590 -1.579 2.589
H 2.313 0.171 1.371
H 1.382 2.751 2.871
H 0.735 2.015 1.261
H -0.464 3.001 5.016
H -3.087 2.385 5.991
H -1.071 -0.080 1.193
H -4.734 -0.358 1.671
H -3.677 -3.790 1.380
H -4.665 -5.971 3.009
H -6.017 -5.385 5.395
H -6.405 -2.609 6.302
C 2.683 2.276 -2.073
C 2.504 2.674 -3.398
C 2.211 4.005 -3.693
C 2.107 4.941 -2.663
C 2.290 4.543 -1.339
C 2.573 3.210 -1.043
H 2.908 1.237 -1.843
H 2.592 1.946 -4.200
H 2.064 4.314 -4.724
H 1.883 5.979 -2.893
H 2.210 5.273 -0.537
H 2.711 2.900 -0.011
C 6.365 9.031 -2.040
C 6.050 8.377 -3.231
C 5.383 7.152 -3.200
C 5.023 6.586 -1.977
C 5.336 7.241 -0.786
C 6.010 8.461 -0.817
H 6.888 9.983 -2.065
H 6.324 8.822 -4.184
H 5.143 6.640 -4.127
H 4.500 5.634 -1.952
H 5.054 6.800 0.167
H 6.258 8.969 0.111
C -7.516 -7.086 -0.094
C -6.357 -6.313 -0.027
C -5.146 -6.831 -0.484
C -5.095 -8.119 -1.018
C -6.255 -8.890 -1.089
C -7.464 -8.376 -0.622
H -8.459 -6.684 0.266
H -6.398 -5.307 0.383
H -4.242 -6.231 -0.426
H -4.152 -8.520 -1.379
H -6.215 -9.893 -1.506
H -8.366 -8.980 -0.672
C 1.691 -2.322 -4.723
C 2.216 -1.279 -3.960
C 3.564 -1.285 -3.604
C 4.390 -2.330 -4.019
C 3.866 -3.371 -4.785
C 2.515 -3.369 -5.133
H 0.639 -2.318 -4.997
H 1.574 -0.461 -3.642
H 3.972 -0.476 -3.004
H 5.442 -2.333 -3.745
H 4.510 -4.185 -5.110
H 2.106 -4.183 -5.725
*
```

The lowest unoccupied orbital energy comes out at -0.15 eV. As for the HOMO energy: -8.085 eV. The SMILES is O[C@@H](Cc1ccc2c(c1)Nc1ccccc1S2)C(F)(F)F.c1ccccc1.c1ccccc1.c1ccccc1.c1ccccc1.



# C39H36IN4O3P2ReS2

A structure of composition C39H36IN4O3P2ReS2 in a non-equilibrium geometry (the ωB97M-V functional and the def2-TZVPD basis, OMol25).

Structure (ORCA input):
```
! wB97M-V def2-TZVPD RIJCOSX def2/J DEFGRID3
* xyz 1 4
Re -0.583 -0.667 0.295
S -1.053 1.249 -1.199
P -2.925 0.440 -0.912
C -2.690 -0.685 0.364
P -2.788 -0.175 2.001
S -1.135 0.940 2.323
C -2.602 -1.707 3.003
C -0.574 -2.365 4.149
C -0.781 -3.832 4.353
C -1.808 -4.572 3.875
C -2.897 -4.162 3.058
C -3.184 -2.877 2.597
C -4.343 0.576 2.510
C -4.351 1.714 3.308
C -5.559 2.257 3.722
C -6.753 1.667 3.335
C -6.746 0.533 2.530
C -5.543 -0.013 2.115
C -4.162 1.732 -0.725
C -3.811 2.948 -0.145
C -4.787 3.908 0.079
C -6.106 3.653 -0.272
C -6.456 2.441 -0.852
C -5.486 1.479 -1.081
C -3.348 -0.476 -2.414
C -3.687 -1.822 -2.331
C -3.923 -2.551 -3.492
C -3.816 -1.938 -4.731
C -3.489 -0.588 -4.815
C -3.255 0.142 -3.661
H -0.049 -1.954 5.010
H -0.031 -4.320 4.965
H -1.790 -5.626 4.129
H -3.544 -4.955 2.704
H -3.905 -2.785 1.794
H -3.413 2.174 3.598
H -5.568 3.143 4.343
H -7.695 2.091 3.658
H -7.679 0.079 2.224
H -5.536 -0.888 1.474
H -2.780 3.132 0.132
H -4.518 4.855 0.527
H -6.865 4.405 -0.097
H -7.484 2.248 -1.129
H -5.755 0.535 -1.541
H -3.740 -2.289 -1.355
H -4.182 -3.600 -3.426
H -3.981 -2.510 -5.635
H -3.410 -0.110 -5.783
H -2.982 1.189 -3.726
N 1.608 -0.351 0.803
C 1.978 -0.332 2.235
C 1.683 -1.672 2.924
C 0.232 -2.060 2.901
O -1.783 -1.591 4.077
O -0.380 -2.101 1.833
H 2.211 -0.992 0.293
H 1.788 0.555 0.372
H 1.410 0.460 2.716
H 3.039 -0.109 2.352
H 2.059 -1.643 3.946
H 2.228 -2.468 2.401
N 0.093 -0.775 -5.331
C -0.321 -2.045 -5.103
O -0.632 -2.808 -5.994
C -0.369 -2.505 -3.668
C -0.561 -3.857 -3.423
C -0.648 -4.294 -2.112
C -0.564 -3.369 -1.091
N -0.382 -2.056 -1.317
C -0.282 -1.644 -2.591
H 0.083 -0.449 -6.282
H 0.319 -0.125 -4.600
H -0.653 -4.531 -4.264
H -0.798 -5.337 -1.875
H -0.662 -3.660 -0.053
H -0.178 -0.574 -2.705
I 2.641 2.929 -0.696
C 3.008 1.568 -2.255
C 3.516 2.050 -3.453
C 3.753 1.135 -4.465
C 3.484 -0.207 -4.239
C 2.987 -0.575 -3.002
N 2.742 0.296 -2.016
H 3.717 3.103 -3.584
H 4.149 1.468 -5.416
H 3.659 -0.953 -5.001
H 2.772 -1.616 -2.783
*
```

The lowest unoccupied orbital energy (spin up / spin down) comes out at -2.48 / -3.59 eV. As for the HOMO energy (spin up / spin down): -9.462 / -9.236 eV. As for the expectation value of S²: 3.827.



| no. | electronic energy (a.u.) |
| --- | --- |
| 1 | -5044.86769 |
| 2 | -3765.07224 |
| 3 | -4633.89531 |
| 4 | -2334.79728 |
| 5 | -3807.37683 |